# 1
{"formula": "C5H13NS", "method": "ωB97M-V/def2-TZVPD", "symbols": ["C", "S", "C", "C", "C", "C", "N", "H", "H", "H", "H", "H", "H", "H", "H", "H", "H", "H", "H", "H"], "coordinates": [[2.0855, 2.4374, 0.2265], [2.0942, 0.6318, -0.0003], [0.7655, 0.4303, -1.2282], [-0.0687, -0.8013, -0.9668], [-0.7912, -0.7485, 0.3626], [-0.9428, -2.0906, 1.0319], [-2.1733, -0.1716, 0.1075], [1.7163, 2.8701, -0.6915], [3.0861, 2.7458, 0.4545], [1.3205, 2.6917, 0.9614], [0.1130, 1.2742, -1.1064], [1.1942, 0.5145, -2.2220], [0.5716, -1.6885, -0.9485], [-0.8655, -0.9657, -1.6895], [-0.3118, -0.0376, 1.0364], [0.0219, -2.5790, 1.2109], [-1.4374, -2.7704, 0.3307], [-1.4969, -2.0759, 1.9674], [-2.7986, -0.4852, 0.8449], [-2.0826, 0.8188, 0.3185]], "e_above_lowest_kcal_mol": 8.7, "smiles": "CSCC[C@H](C)N", "total_charge": 0}



# 2
{"formula": "C4H5NO2", "method": "ωB97M-V/def2-TZVPD", "symbols": ["O", "C", "C", "C", "N", "C", "O", "H", "H", "H", "H", "H"], "coordinates": [[2.6604, 0.1055, -1.3065], [1.7368, 0.1812, -0.6039], [0.9314, 0.5708, 0.3597], [-0.4602, 1.0784, 0.1560], [-1.3661, 0.1034, 0.6616], [-1.4203, -1.0809, 0.2387], [-0.6140, -1.6501, -0.6255], [1.2780, 0.3691, 1.3661], [-0.6493, 1.3207, -0.8967], [-0.6141, 1.9802, 0.7557], [-2.1260, -1.8166, 0.6081], [0.3743, -1.1742, -0.5477]], "e_above_lowest_kcal_mol": 57.9, "smiles": "O=C=CC/N=C\\O", "total_charge": 0}



# 3
{"formula": "C6H24NO7", "method": "ωB97M-V/def2-TZVPD", "symbols": ["C", "N", "C", "C", "C", "C", "C", "O", "H", "H", "H", "H", "H", "H", "H", "H", "H", "H", "H", "H", "H", "H", "O", "H", "H", "O", "H", "H", "O", "H", "H", "O", "H", "H", "O", "H", "H", "O"], "coordinates": [[-0.8288, -0.3890, 2.2837], [-1.2437, 0.5261, 1.2017], [-0.4867, 1.7762, 0.8928], [-0.8900, 2.3959, -0.5048], [0.0547, 1.7657, -1.3691], [0.1468, 0.7479, -2.2026], [1.0360, 1.5824, 1.0158], [1.5566, 0.5642, 0.1263], [-1.4634, -1.2295, 2.3125], [-0.7725, 0.0840, 3.3535], [0.2223, -0.5797, 2.1143], [-1.2110, -0.0130, 0.3616], [-0.8204, 2.5737, 1.7280], [-0.8909, 3.3929, -0.4813], [-2.0072, 2.3678, -0.6098], [0.8880, 2.5386, -1.4511], [0.8893, 0.4018, -2.7379], [-0.4431, -0.1777, -2.0399], [1.7431, 2.5614, 0.9063], [1.4303, 1.3953, 2.0421], [0.8105, -1.9813, 0.8352], [1.0282, -0.4882, 0.2330], [0.8746, -1.8348, -0.1378], [2.9941, -0.3006, -1.1785], [3.3344, 0.2570, 0.0243], [3.7635, -0.1462, -0.7209], [-2.5654, -1.0619, -2.7062], [-2.1492, -2.3003, -2.1553], [-2.3698, -1.8603, -3.0181], [2.8310, 0.3892, 2.4633], [3.1250, -0.6789, 1.5714], [3.4092, -0.3149, 2.3410], [-1.5045, -3.5115, -0.7162], [-0.5580, -2.2640, -0.3354], [-1.5773, -2.6547, -0.2982], [-3.2442, -1.0709, 0.0487], [-3.0889, 0.3785, 0.5195], [-3.6647, -0.2083, 0.0565]], "e_above_lowest_kcal_mol": 114.2, "total_charge": -1}



# 4
{"formula": "C2H2ClF2P", "method": "ωB97M-V/def2-TZVPD", "symbols": ["F", "C", "F", "P", "C", "Cl", "H", "H"], "coordinates": [[1.1608, 2.3553, -0.3990], [0.3983, 1.2583, 0.1488], [-0.7249, 1.4051, -0.4526], [1.2157, -0.4131, 0.0947], [2.9418, -0.7067, -0.0662], [4.1147, -0.0674, 0.9047], [0.4165, 1.6875, 1.1697], [0.8816, -0.7776, -1.1834]], "e_above_lowest_kcal_mol": 62.4, "smiles": "FC(F)[PH]#CCl", "total_charge": 0}



# 5
{"formula": "C53H69BF10N2O10SSi", "method": "ωB97M-V/def2-TZVPD", "symbols": ["C", "C", "C", "F", "N", "C", "C", "O", "Si", "C", "C", "C", "C", "F", "C", "F", "C", "C", "C", "O", "C", "C", "C", "C", "S", "O", "O", "O", "C", "C", "C", "O", "N", "C", "O", "F", "C", "O", "F", "B", "O", "O", "C", "H", "H", "H", "H", "H", "H", "H", "H", "H", "H", "H", "H", "H", "H", "H", "H", "H", "H", "H", "H", "H", "H", "H", "H", "H", "H", "H", "H", "H", "H", "H", "H", "H", "H", "H", "H", "H", "H", "H", "H", "H", "H", "H", "H", "F", "C", "C", "C", "C", "C", "C", "H", "H", "H", "H", "H", "F", "C", "C", "C", "C", "C", "C", "H", "H", "H", "H", "H", "F", "C", "C", "C", "C", "C", "C", "H", "H", "H", "H", "H", "F", "C", "C", "C", "C", "C", "C", "H", "H", "H", "H", "H", "F", "C", "C", "C", "C", "C", "C", "H", "H", "H", "H", "H"], "coordinates": [[-3.1213, -1.5285, -1.1048], [-1.7259, -2.0149, -0.7604], [-0.7327, -1.9213, -1.9355], [-1.1925, -0.9668, -2.8103], [0.6060, -1.6000, -1.4361], [1.1952, -2.8572, -0.9688], [1.9087, -2.6680, 0.3678], [1.3333, -3.4484, 1.3953], [1.2220, -2.6415, 2.8542], [0.2260, -3.7787, 3.9921], [0.2545, -1.0407, 2.7340], [2.8999, -2.3645, 3.6792], [1.4851, -0.8440, -2.3150], [2.7547, -1.2392, -1.9142], [1.4820, -1.2179, -3.8168], [2.7673, -1.2982, -4.2970], [0.6862, -0.3350, -4.7527], [-0.1613, -1.0982, -5.7766], [1.4951, 0.6863, -2.0078], [2.6393, 0.9690, -1.2180], [3.2022, 2.2247, -1.1869], [3.1009, 2.7006, 0.2710], [3.6756, 1.7169, 1.2833], [2.8850, 1.7230, 2.6066], [2.9890, 3.2437, 3.5169], [2.3232, 3.0376, 4.7663], [4.3479, 3.6373, 3.6168], [2.1911, 4.3546, 2.7067], [2.5981, 3.3269, -2.0743], [3.0590, 3.3452, -3.5272], [2.0400, 4.1538, -4.3446], [3.1020, 2.0371, -4.0878], [4.6449, 2.0553, -1.6106], [5.5417, 3.0209, -1.1333], [6.2801, 2.9326, -0.1543], [5.5736, 4.1304, -1.8899], [5.1305, 0.7274, -1.5114], [5.4769, 0.1044, -0.5389], [5.2220, 0.1935, -2.7303], [0.2307, 1.1376, -1.1342], [0.2215, 1.0531, 0.2420], [-0.8266, 1.6637, -1.7955], [-1.8811, 2.1829, -0.9868], [-3.4448, -1.9523, -2.0447], [-3.2333, -0.4559, -1.0876], [-3.7947, -1.9276, -0.3530], [-1.3024, -1.5677, 0.1285], [-1.8139, -3.0706, -0.5420], [-0.7352, -2.8589, -2.4868], [1.8342, -3.3438, -1.6970], [0.4287, -3.5975, -0.7750], [2.9739, -2.8443, 0.2401], [1.8029, -1.6057, 0.5878], [0.8675, -4.3146, 4.6755], [-0.5151, -3.1840, 4.5134], [-0.3141, -4.4818, 3.3649], [0.7505, -0.2747, 2.1499], [0.1986, -0.6352, 3.7395], [-0.7685, -1.1977, 2.4116], [2.9652, -2.9798, 4.5629], [3.7006, -2.6146, 2.9948], [2.9785, -1.3265, 3.9753], [1.1051, -2.2366, -3.8908], [1.3652, 0.3063, -5.2965], [0.0249, 0.3333, -4.2181], [-1.0793, -0.5791, -6.0026], [-0.3611, -2.1225, -5.4867], [0.3785, -1.1465, -6.7157], [1.4131, 1.2270, -2.9427], [3.4750, 3.7082, 0.3960], [2.0384, 2.7815, 0.4796], [3.5788, 0.7010, 0.9367], [4.6985, 1.9317, 1.5555], [1.8526, 1.4295, 2.4542], [3.3341, 1.0009, 3.2740], [1.3092, 4.0182, 2.5017], [1.5124, 3.3369, -2.0819], [2.8972, 4.2720, -1.6394], [4.0128, 3.8331, -3.6692], [1.5515, 4.8870, -3.7126], [1.2724, 3.4423, -4.6293], [2.4807, 4.5855, -5.2290], [3.9952, 1.8425, -4.3604], [0.0319, 0.1640, 0.5511], [-2.3271, 1.4034, -0.3820], [-2.6603, 2.5860, -1.6149], [-1.5323, 2.9426, -0.3077], [3.6773, 5.1151, -7.2186], [3.0521, 5.1144, -8.4145], [3.3158, 6.1304, -9.3095], [2.6729, 6.1219, -10.5382], [1.7754, 5.1099, -10.8494], [1.5228, 4.1001, -9.9316], [2.1678, 4.0958, -8.7038], [4.0136, 6.9131, -9.0439], [2.8734, 6.9073, -11.2538], [1.2736, 5.1088, -11.8073], [0.8212, 3.3129, -10.1710], [1.9914, 3.3141, -7.9765], [-3.2955, 4.5789, -0.0552], [-3.5699, 4.4727, 1.2623], [-4.6277, 3.6850, 1.6662], [-4.8969, 3.5725, 3.0223], [-4.1158, 4.2501, 3.9484], [-3.0587, 5.0402, 3.5195], [-2.7776, 5.1517, 2.1657], [-5.2278, 3.1701, 0.9275], [-5.7185, 2.9540, 3.3562], [-4.3311, 4.1618, 5.0043], [-2.4513, 5.5713, 4.2392], [-1.9545, 5.7578, 1.8096], [1.0189, 0.0007, 5.4064], [1.5864, 0.0864, 6.6345], [1.4640, -0.9771, 7.5034], [2.0529, -0.8839, 8.7556], [2.7412, 0.2657, 9.1181], [2.8461, 1.3244, 8.2259], [2.2684, 1.2373, 6.9682], [0.9170, -1.8611, 7.2009], [1.9739, -1.7103, 9.4486], [3.1960, 0.3360, 10.0968], [3.3784, 2.2219, 8.5085], [2.3424, 2.0492, 6.2537], [-3.0534, -4.6708, 0.5905], [-3.7832, -5.6167, -0.0402], [-4.3629, -6.6191, 0.7077], [-5.1193, -7.5868, 0.0640], [-5.2752, -7.5431, -1.3145], [-4.6790, -6.5273, -2.0496], [-3.9296, -5.5504, -1.4106], [-4.2193, -6.6409, 1.7780], [-5.5865, -8.3732, 0.6402], [-5.8623, -8.3004, -1.8156], [-4.7975, -6.4942, -3.1239], [-3.4641, -4.7451, -1.9645], [-7.1069, -7.3222, 3.0687], [-6.8404, -6.2013, 3.7718], [-7.2857, -6.1041, 5.0741], [-7.0041, -4.9515, 5.7926], [-6.2934, -3.9155, 5.2016], [-5.8586, -4.0336, 3.8890], [-6.1286, -5.1865, 3.1667], [-7.8436, -6.9199, 5.5139], [-7.3405, -4.8625, 6.8163], [-6.0789, -3.0175, 5.7649], [-5.3070, -3.2273, 3.4246], [-5.7936, -5.3002, 2.1463]], "smiles": "CC[C@@H](F)N(CCO[Si](C)(C)C)[C@@](F)([C@H](F)CC)[C@H](O[C@](CCCS(=O)(=O)O)(C[C@H](C)O)N(C(=O)F)C(=O)F)B(O)OC.Fc1ccccc1.Fc1ccccc1.Fc1ccccc1.Fc1ccccc1.Fc1ccccc1", "total_charge": 0}



# 6
{"formula": "C42H49Br39N3O4S2", "method": "ωB97M-V/def2-TZVPD", "symbols": ["C", "C", "C", "O", "O", "C", "C", "C", "C", "C", "C", "C", "C", "C", "C", "S", "C", "S", "N", "C", "C", "C", "C", "C", "C", "C", "C", "C", "C", "C", "C", "N", "C", "C", "N", "C", "O", "O", "H", "H", "H", "H", "H", "H", "H", "H", "H", "H", "H", "H", "H", "H", "H", "H", "H", "H", "H", "H", "H", "H", "H", "H", "H", "H", "H", "H", "H", "H", "H", "H", "H", "H", "H", "H", "C", "Br", "Br", "Br", "H", "C", "Br", "Br", "Br", "H", "C", "Br", "Br", "Br", "H", "C", "Br", "Br", "Br", "H", "C", "Br", "Br", "Br", "H", "C", "Br", "Br", "Br", "H", "C", "Br", "Br", "Br", "H", "C", "Br", "Br", "Br", "H", "C", "Br", "Br", "Br", "H", "C", "Br", "Br", "Br", "H", "C", "Br", "Br", "Br", "H", "C", "Br", "Br", "Br", "H", "C", "Br", "Br", "Br", "H"], "coordinates": [[-5.2358, -0.9202, -5.4178], [-3.8800, -1.2579, -5.5301], [-3.0733, -1.9060, -4.3453], [-3.2192, -3.1144, -4.1964], [-2.2590, -1.1378, -3.5411], [-1.1345, -1.9421, -3.0386], [-0.0026, -1.0193, -2.3895], [0.4034, -1.4787, -0.9267], [1.9751, -1.4118, -0.6083], [2.3406, -0.4339, 0.5938], [3.5086, -0.9727, 1.5391], [3.3928, -0.2905, 2.9926], [4.5674, -0.7734, 3.9508], [5.9940, -0.8386, 3.2883], [6.6760, 0.5623, 3.0119], [6.2973, 1.8776, 4.2563], [7.2837, 3.3572, 3.7344], [6.9098, 4.1233, 2.3278], [8.3773, 3.7196, 4.6417], [8.0460, 4.8291, 5.5188], [8.8536, 4.9374, 6.7763], [8.6103, 5.9871, 7.7866], [7.5070, 6.9607, 7.5186], [6.6782, 6.9108, 6.2975], [6.9790, 5.8201, 5.3131], [9.6255, 3.9070, 3.9207], [10.2985, 5.2025, 3.7162], [11.5526, 5.1945, 2.9091], [12.1326, 3.9707, 2.3147], [11.4670, 2.6599, 2.5504], [10.2310, 2.6649, 3.3397], [2.0808, -0.8006, 3.5269], [1.8950, -0.4291, 4.9511], [0.3979, 0.0814, 5.1385], [-0.4777, -0.5081, 5.8780], [3.3796, 1.2586, 2.7287], [2.6217, 2.0948, 3.3735], [4.1397, 1.7301, 1.7843], [-5.5785, 0.1228, -5.6364], [-6.0346, -1.6755, -5.1539], [-3.4117, -1.0751, -6.5401], [-0.7447, -2.5188, -3.9329], [-1.5437, -2.6900, -2.2949], [-0.4188, 0.0346, -2.4402], [0.8509, -1.0475, -3.1376], [-0.2199, -0.9037, -0.1887], [0.0844, -2.5638, -0.8322], [2.4498, -0.9792, -1.5469], [2.3753, -2.4559, -0.5022], [1.4188, -0.1440, 1.1728], [2.7088, 0.5252, 0.1141], [3.4448, -2.1012, 1.6686], [4.4777, -0.6911, 1.0345], [4.3060, -1.8439, 4.2418], [4.5993, -0.2172, 4.9370], [6.6651, -1.3773, 4.0321], [6.0531, -1.4341, 2.3399], [6.5095, 0.9385, 1.9559], [7.7988, 0.3865, 3.0738], [9.6777, 4.2090, 7.0092], [9.1796, 6.0793, 8.7403], [7.2895, 7.7498, 8.2901], [5.8406, 7.6106, 6.0674], [6.3304, 5.7825, 4.4057], [9.8676, 6.1412, 4.1584], [12.1112, 6.1484, 2.7115], [13.0657, 3.9636, 1.6981], [11.8872, 1.7066, 2.1241], [9.7008, 1.6840, 3.5118], [2.2320, -1.8206, 3.5415], [2.0532, -1.2697, 5.6873], [2.5347, 0.4497, 5.2734], [0.1512, 1.0389, 4.5947], [0.0229, -1.3272, 6.2647], [-7.8482, 0.4002, -8.7622], [-8.8273, 1.9343, -8.1009], [-7.3273, 0.6245, -10.6161], [-6.3323, -0.0295, -7.6259], [-8.5257, -0.4490, -8.7247], [-11.6557, 1.2597, -10.9169], [-11.6166, 1.9326, -12.7305], [-13.3112, 1.7030, -10.0187], [-11.2883, -0.6386, -10.8477], [-10.8562, 1.7578, -10.3752], [1.5330, 4.9857, 0.8936], [-0.3409, 4.7378, 0.4381], [2.2940, 3.3999, 1.7194], [2.5868, 5.5456, -0.6431], [1.5759, 5.7934, 1.6228], [1.8411, -5.3014, -3.4903], [2.8150, -5.3825, -1.8203], [-0.0257, -5.7552, -3.2582], [2.0562, -3.5879, -4.3634], [2.2722, -6.0503, -4.1472], [2.4411, 5.8473, 5.3369], [1.5054, 7.2854, 4.4284], [1.6505, 5.4640, 7.0700], [2.5772, 4.2574, 4.2277], [3.4526, 6.1984, 5.5237], [-7.5566, -4.7026, -6.4518], [-5.7840, -4.3224, -5.7830], [-8.5578, -5.8161, -5.2241], [-8.5266, -3.0861, -6.9157], [-7.4345, -5.2719, -7.3693], [2.3008, 1.6099, -4.9186], [2.4899, -0.2844, -5.2834], [3.6534, 2.2442, -3.7014], [2.2473, 2.6524, -6.5490], [1.3428, 1.7432, -4.4243], [4.4128, 0.8414, 8.5869], [2.5406, 0.6064, 8.1602], [5.1345, -0.6962, 9.5182], [5.4638, 1.2983, 7.0222], [4.4775, 1.6833, 9.2705], [-12.4245, -6.8200, -4.9148], [-12.9409, -6.7807, -3.0511], [-12.5399, -8.6044, -5.6566], [-13.4248, -5.5393, -5.9640], [-11.3814, -6.5240, -4.9623], [3.1678, 2.5112, 12.7315], [3.3201, 0.6079, 12.4150], [4.5226, 3.1456, 13.9607], [3.1689, 3.5174, 11.0784], [2.2055, 2.6793, 13.2049], [-14.4380, -4.2508, -9.7092], [-14.6019, -2.7750, -8.4641], [-15.6197, -5.7142, -9.2522], [-14.6819, -3.6782, -11.5428], [-13.4220, -4.6251, -9.6261], [-6.5285, -7.9028, -9.0334], [-5.5509, -8.1207, -7.3790], [-8.4203, -8.2378, -8.7973], [-6.2004, -6.1720, -9.8370], [-6.1559, -8.6513, -9.7257], [-15.7046, -5.5262, 0.3328], [-15.6225, -7.4146, -0.0906], [-14.3047, -5.0045, 1.5624], [-15.7071, -4.4279, -1.2616], [-16.6505, -5.3554, 0.8371]], "total_charge": -1}



Number 1: highest occupied orbital energy -8.407 eV, frontier orbital gap 0.34328 Ha, LUMO 0.93 eV. Number 2: highest occupied orbital energy -9.340 eV, frontier orbital gap 0.34922 Ha, LUMO 0.16 eV. Number 3: highest occupied orbital energy -5.418 eV, frontier orbital gap 0.31407 Ha, LUMO 3.13 eV. Number 4: highest occupied orbital energy -8.921 eV, frontier orbital gap 0.28130 Ha, LUMO -1.27 eV. Number 5: highest occupied orbital energy -9.083 eV, frontier orbital gap 0.33945 Ha, LUMO 0.15 eV. Number 6: highest occupied orbital energy -5.132 eV, frontier orbital gap 0.20564 Ha, LUMO 0.46 eV.